(1)
C25H33BCsF10N9OSSbTe | ωB97M-V with the def2-TZVPD basis set

Structure (XYZ):
```
83
C25H33BCsF10N9OSSbTe (ωB97M-V with the def2-TZVPD basis set)
Cs 0.671 -0.022 -1.243
N -0.420 2.871 0.575
N -0.036 2.186 1.751
C 0.640 2.742 2.735
N 0.876 1.912 3.805
S 1.177 4.344 2.752
H -0.268 3.862 0.763
H -1.412 2.679 0.470
H -0.580 1.315 1.937
H 0.853 0.913 3.642
H 1.578 2.250 4.438
C -3.038 0.637 -1.674
N -2.487 0.516 -0.324
C -3.319 0.094 0.555
C -3.079 -0.089 1.961
C -4.023 -0.637 2.849
C -3.396 -0.690 4.096
C -2.117 -0.153 3.890
N -1.917 0.207 2.608
C -3.795 -0.559 -2.216
C -3.464 -1.865 -1.863
C -4.145 -2.942 -2.409
C -5.168 -2.739 -3.327
C -5.501 -1.444 -3.693
C -4.821 -0.367 -3.137
H -2.220 0.861 -2.357
H -3.697 1.512 -1.723
H -4.340 -0.186 0.258
H -5.023 -0.958 2.592
H -3.812 -1.042 5.028
H -1.358 0.031 4.641
H -2.660 -2.042 -1.160
H -3.865 -3.946 -2.112
H -5.698 -3.584 -3.751
H -6.298 -1.267 -4.407
H -5.092 0.645 -3.419
C -1.511 0.605 -6.189
N -1.091 0.220 -4.866
C -1.081 -1.038 -4.385
N -1.485 -2.028 -5.264
O -0.771 -1.310 -3.230
H -1.510 1.691 -6.238
H -2.521 0.246 -6.407
H -0.826 0.241 -6.964
H -0.801 0.954 -4.241
H -1.345 -1.882 -6.249
H -1.256 -2.946 -4.921
Te 0.888 -2.103 3.540
C 1.860 -2.227 5.410
C 1.628 -3.278 6.298
C 2.263 -3.323 7.530
C 3.150 -2.319 7.895
C 3.397 -1.268 7.021
C 2.754 -1.220 5.793
H 0.940 -4.066 6.014
H 2.066 -4.144 8.209
H 3.646 -2.354 8.857
H 4.087 -0.480 7.299
H 2.941 -0.397 5.114
C 1.857 -3.836 -0.133
C 0.436 -3.718 0.291
N -0.180 -2.613 0.647
C -1.465 -2.977 0.987
C -1.626 -4.319 0.836
N -0.404 -4.781 0.383
H 2.364 -2.882 0.008
H 1.956 -4.087 -1.191
H 2.382 -4.594 0.454
H -2.180 -2.262 1.358
H -2.465 -4.969 1.007
H -0.153 -5.729 0.168
F 2.603 -2.103 -2.818
B 3.813 -1.920 -2.109
F 4.356 -3.180 -1.791
F 4.718 -1.175 -2.867
F 3.510 -1.233 -0.899
F 0.896 2.296 -2.326
Sb 0.287 3.701 -3.487
F -1.384 2.779 -3.554
F -0.323 4.696 -2.009
F -0.317 5.048 -4.671
F 1.985 4.511 -3.409
F 0.806 2.642 -4.975
```

⟨S²⟩: 0.758
HOMO (alpha / beta), Ha: -0.1027 / -0.1031
Total charge: -2
Spin multiplicity: 2
Relative energy (zero: lowest compared OMol25 entry of this formula, charge and spin), eV: 0.538

Atomic partial charges in e from the Mulliken method, atoms 1 to 6:
1 Cs 1.291
2 N -0.434
3 N 0.474
4 C 0.352
5 N -0.297
6 S -0.557

=====

(2)
C25H33Br5O5 | ωB97M-V with the def2-TZVPD basis set

Structure (XYZ):
```
68
C25H33Br5O5 (ωB97M-V with the def2-TZVPD basis set)
C 2.633 1.361 3.028
C 3.622 1.223 1.727
Br 5.228 2.477 1.644
C 3.440 0.212 0.609
Br 1.904 -1.105 0.623
C 4.608 0.265 -0.570
C 4.439 0.981 -1.888
C 5.739 0.976 -2.940
O 5.590 0.939 -4.275
C 7.227 1.036 -2.179
C 8.537 1.832 -2.762
C 9.964 1.868 -1.891
C 11.275 2.699 -2.484
Br 11.047 4.666 -2.849
C 12.600 2.083 -2.765
C 12.890 0.468 -2.550
Br 14.158 3.198 -3.443
C 10.093 1.113 -0.411
Br 11.739 1.142 0.741
C 8.793 0.275 0.180
C 7.409 0.263 -0.708
C 6.031 -0.520 -0.175
O 6.059 -1.698 0.486
H 2.939 2.358 3.608
H 2.864 0.476 3.787
H 1.495 1.472 2.779
H 3.440 1.568 -2.157
H 8.494 2.417 -3.800
H 13.522 0.393 -1.542
H 13.565 0.054 -3.430
H 11.892 -0.163 -2.421
H 8.821 -0.272 1.221
C -3.384 -1.623 0.755
C -2.255 -2.505 0.247
C -2.520 -3.972 0.544
O -1.033 -2.111 0.866
H -3.493 -1.713 1.842
H -3.174 -0.569 0.545
H -4.336 -1.891 0.285
H -2.135 -2.364 -0.833
H -2.598 -4.145 1.623
H -1.694 -4.593 0.184
H -3.446 -4.310 0.068
H -1.130 -2.233 1.825
C -7.507 1.731 0.439
C -6.282 1.304 1.232
C -6.622 0.211 2.232
O -5.753 2.431 1.926
H -8.281 2.135 1.101
H -7.249 2.527 -0.268
H -7.928 0.889 -0.119
H -5.505 0.947 0.547
H -7.365 0.561 2.958
H -5.734 -0.078 2.805
H -7.018 -0.677 1.728
H -6.435 2.754 2.537
C -11.465 -0.894 -1.009
C -10.240 -1.321 -0.216
C -10.581 -2.414 0.784
O -9.711 -0.194 0.478
H -12.240 -0.490 -0.347
H -11.208 -0.098 -1.716
H -11.887 -1.736 -1.567
H -9.464 -1.678 -0.901
H -11.324 -2.064 1.510
H -9.693 -2.703 1.356
H -10.976 -3.302 0.280
H -10.394 0.129 1.089
```

SMILES string: C/C(Br)=C(/Br)c1cc2c(cc1Br)C(=O)C(/C(Br)=C(/C)Br)=CC2=O.CC(C)O.CC(C)O.CC(C)O
HOMO, Ha: -0.3281
Spin multiplicity: 1

Atomic partial charges in e from the natural (NBO) method, atoms 1 to 6:
1 C -0.688
2 C -0.039
3 Br 0.049
4 C -0.159
5 Br 0.126
6 C -0.075

=====

(3)
C25H33BrF6N3O6S | ωB97M-V with the def2-TZVPD basis set

Structure (XYZ):
```
75
C25H33BrF6N3O6S (ωB97M-V with the def2-TZVPD basis set)
C 4.278 -4.347 3.695
C 3.042 -3.511 3.517
C 2.919 -2.220 2.519
N 2.149 -2.360 1.260
N 2.750 -2.855 0.136
C 3.888 -3.556 0.292
O 4.948 -4.375 0.539
C 1.780 -0.916 0.839
Br 1.762 -0.754 -1.195
C 0.498 -0.264 1.560
N -0.087 0.874 0.697
O -0.616 -1.117 1.933
C -0.158 -2.419 2.524
C -1.589 -3.254 2.758
C -1.718 -4.188 4.117
C -3.093 -5.085 4.389
C -4.317 -5.029 3.297
C -4.196 -4.089 1.948
C -2.820 -3.205 1.675
C 0.796 -3.067 1.357
C 0.854 -4.697 1.297
C 0.431 -5.252 -0.222
C -0.239 -6.771 -0.148
S 0.639 -7.933 1.031
H 5.383 -3.926 3.599
H 4.128 -5.474 3.981
H 2.081 -3.819 4.143
H 2.397 -1.386 3.200
H 4.025 -1.790 2.391
H 2.738 -0.278 1.162
H 0.874 0.286 2.551
H 0.689 1.491 0.371
H -0.659 0.490 -0.087
H 0.343 -2.297 3.573
H -0.804 -4.197 4.881
H -3.097 -5.735 5.385
H -5.269 -5.680 3.517
H -5.122 -4.072 1.208
H -2.736 -2.549 0.704
H 0.253 -2.755 0.336
H 1.945 -5.149 1.478
H 0.159 -5.269 2.040
H -0.314 -4.540 -0.779
H 1.460 -5.398 -0.802
H -1.388 -6.644 0.059
H -0.111 -7.242 -1.237
H 1.936 -7.496 1.343
C -2.281 4.498 -4.409
C -2.587 4.716 -2.939
O -3.245 3.566 -2.385
C -2.429 2.536 -1.992
O -1.206 2.555 -2.095
C -3.251 1.403 -1.379
F -4.373 1.114 -2.100
F -3.676 1.703 -0.119
F -2.557 0.234 -1.279
H -3.191 4.229 -4.956
H -1.854 5.401 -4.854
H -1.573 3.675 -4.546
H -3.277 5.560 -2.830
H -1.684 4.964 -2.370
C 2.309 9.505 -1.812
C 0.857 9.447 -2.247
O 0.747 8.874 -3.559
C 0.751 7.504 -3.623
O 0.844 6.775 -2.639
C 0.579 7.032 -5.065
F 1.350 7.732 -5.946
F -0.708 7.166 -5.498
F 0.904 5.720 -5.240
H 2.912 10.038 -2.554
H 2.405 10.013 -0.848
H 2.733 8.501 -1.718
H 0.451 10.462 -2.308
H 0.241 8.897 -1.526
```

HOMO, Ha: -0.4086
Total charge: +1
Spin multiplicity: 1

Atomic partial charges in e from the Mulliken method, atoms 1 to 6:
1 C -0.673
2 C -0.215
3 C -0.273
4 N 1.113
5 N -1.022
6 C 0.636

=====

(4)
C25H33BrI3N6O5SW | ωB97M-V with the def2-TZVPD basis set

Structure (XYZ):
```
75
C25H33BrI3N6O5SW (ωB97M-V with the def2-TZVPD basis set)
W -0.118 0.136 -0.455
I 1.618 7.060 2.941
C 1.216 5.082 2.391
C 1.860 4.030 3.029
C 1.588 2.738 2.628
I 2.523 1.165 3.663
C 0.699 2.420 1.590
O 0.481 1.140 1.214
C 0.027 3.516 1.023
C -2.099 2.801 0.280
N -2.042 1.316 0.406
C -3.368 0.726 0.195
C -3.245 -0.725 -0.138
C -4.379 -1.521 -0.186
C -4.271 -2.841 -0.583
C -3.005 -3.324 -0.896
C -1.925 -2.481 -0.796
N -2.016 -1.178 -0.436
C 0.292 4.816 1.394
H 2.556 4.223 3.833
H -2.765 3.060 -0.544
H -2.483 3.236 1.205
H -1.780 1.152 1.376
H -3.862 1.232 -0.638
H -4.012 0.855 1.067
H -5.336 -1.095 0.082
H -5.145 -3.475 -0.647
H -2.861 -4.346 -1.221
H -0.939 -2.853 -1.035
H -0.223 5.619 0.882
N 1.196 -2.335 4.005
C 1.926 -2.839 2.801
C 1.643 -1.924 1.613
N 0.207 -1.733 1.322
C -0.510 -1.344 2.554
C -0.267 -2.298 3.720
H 1.527 -1.385 4.224
H 1.396 -2.921 4.819
H 1.599 -3.864 2.618
H 2.997 -2.848 2.995
H 2.133 -2.349 0.742
H 2.075 -0.943 1.806
H -0.174 -2.619 0.997
H -1.582 -1.311 2.360
H -0.164 -0.345 2.828
H -0.578 -3.314 3.474
H -0.815 -1.975 4.603
Br -2.792 -0.439 -5.486
C -1.328 -1.022 -4.456
C -0.338 -1.848 -4.972
C 0.702 -2.209 -4.132
C 0.730 -1.738 -2.835
N -0.225 -0.942 -2.331
C -1.243 -0.606 -3.144
H -0.382 -2.195 -5.996
H 1.496 -2.851 -4.488
H 1.550 -1.979 -2.177
H -2.019 0.028 -2.736
C -0.586 2.856 -3.107
S 0.542 1.845 -2.127
O 1.270 1.052 -3.111
O 1.411 2.765 -1.378
O -0.855 3.297 -0.030
H 0.025 3.248 -3.918
H -0.994 3.652 -2.495
H -1.366 2.209 -3.507
N 3.702 1.207 -0.746
C 3.227 -0.004 -0.771
O 1.989 -0.293 -0.657
C 4.216 -1.126 -0.927
I 5.201 -1.517 0.952
H 3.039 1.998 -0.789
H 4.688 1.382 -0.872
H 4.999 -0.861 -1.631
H 3.741 -2.050 -1.237
```

⟨S²⟩: 2.018
HOMO (alpha / beta), Ha: -0.5414 / -0.5421
Total charge: +3
Spin multiplicity: 3
Relative energy (zero: lowest compared OMol25 entry of this formula, charge and spin), eV: 1.545

Atomic partial charges in e from the Mulliken method, atoms 1 to 6:
1 W 2.091
2 I 0.194
3 C -0.557
4 C -0.304
5 C -0.492
6 I 0.177

=====

(5)
C25H33CaN4O4 | ωB97M-V with the def2-TZVPD basis set

Structure (XYZ):
```
67
C25H33CaN4O4 (ωB97M-V with the def2-TZVPD basis set)
Ca -0.350 -0.606 0.398
C -3.190 1.545 1.163
C -3.011 0.066 0.906
C -2.772 -0.813 1.973
C -2.763 -0.329 3.398
C -2.519 -2.177 1.726
C -2.188 -3.069 2.891
C -2.554 -2.666 0.417
C -2.392 -4.138 0.133
C -2.788 -1.785 -0.659
C -2.772 -2.328 -2.067
C -3.044 -0.428 -0.416
C -3.380 0.503 -1.560
H -2.882 2.149 0.313
H -2.603 1.877 2.017
H -4.233 1.791 1.376
H -1.739 -0.259 3.775
H -3.285 -1.033 4.044
H -3.248 0.635 3.515
H -1.684 -3.980 2.583
H -3.093 -3.353 3.435
H -1.522 -2.556 3.581
H -1.366 -4.400 -0.144
H -3.030 -4.449 -0.692
H -2.660 -4.744 0.992
H -2.600 -1.552 -2.809
H -3.722 -2.809 -2.317
H -1.997 -3.084 -2.196
H -2.491 0.958 -2.010
H -4.024 1.314 -1.232
H -3.912 -0.018 -2.352
N 1.369 -2.500 0.152
N 2.212 -1.985 1.181
C 1.594 -1.578 2.409
O 2.311 -1.443 3.378
O 0.334 -1.346 2.303
H 1.133 -3.474 0.330
H 1.895 -2.458 -0.713
H 3.059 -2.514 1.345
O 2.498 1.504 -6.110
C 3.026 1.957 -4.885
C 2.217 1.372 -3.762
C 1.285 0.370 -3.978
C 0.583 -0.113 -2.891
N 0.747 0.320 -1.642
C 1.653 1.289 -1.421
C 2.393 1.832 -2.462
C 1.823 1.793 -0.019
C 2.913 2.576 0.336
C 3.030 3.039 1.637
C 4.195 3.904 2.053
O 5.285 3.835 1.160
C 2.041 2.694 2.549
C 0.997 1.900 2.124
N 0.876 1.463 0.868
H 3.041 1.831 -6.832
H 2.996 3.049 -4.807
H 4.070 1.644 -4.760
H 1.100 -0.014 -4.970
H -0.158 -0.894 -3.033
H 3.090 2.635 -2.272
H 3.697 2.811 -0.367
H 4.487 3.654 3.077
H 3.865 4.945 2.061
H 5.823 3.067 1.378
H 2.094 3.005 3.584
H 0.237 1.568 2.820
```

HOMO, Ha: -0.4292
Total charge: +1
Spin multiplicity: 1
Relative energy (zero: lowest compared OMol25 entry of this formula, charge and spin), eV: 0.000

Atomic partial charges in e from the natural (NBO) method, atoms 1 to 6:
1 Ca 1.791
2 C -0.655
3 C -0.066
4 C -0.015
5 C -0.660
6 C 0.012

=====

(6)
C25H33F5N7O3SSeTeV | ωB97M-V with the def2-TZVPD basis set

Structure (XYZ):
```
77
C25H33F5N7O3SSeTeV (ωB97M-V with the def2-TZVPD basis set)
V 0.414 0.356 -0.643
N -0.594 -1.538 -0.126
C -0.735 -1.947 1.289
C -0.912 -0.712 2.147
N 0.144 0.274 1.862
C 1.431 -0.018 2.503
C 2.320 -0.853 1.599
N 2.322 -0.298 0.243
H 0.045 -2.166 -0.619
H -1.506 -1.653 -0.581
H -1.608 -2.587 1.411
H 0.145 -2.512 1.587
H -1.880 -0.274 1.897
H -0.933 -0.974 3.211
H -0.185 1.176 2.186
H 1.935 0.929 2.705
H 1.294 -0.520 3.468
H 3.331 -0.888 2.013
H 1.975 -1.880 1.530
H 2.918 0.524 0.199
H 2.766 -0.974 -0.376
O -8.972 -5.634 1.782
C -9.006 -4.557 0.947
O -10.038 -4.289 0.391
C -7.746 -3.791 0.805
C -6.671 -3.895 1.690
C -5.523 -3.151 1.507
C -5.386 -2.264 0.425
S -3.945 -1.321 0.196
C -6.479 -2.166 -0.456
C -7.629 -2.904 -0.266
H -8.063 -5.783 2.066
H -6.724 -4.535 2.567
H -4.705 -3.235 2.212
H -6.398 -1.492 -1.298
H -8.463 -2.812 -0.950
C 0.445 2.782 -3.935
N 1.870 2.618 -4.161
C 2.513 3.887 -4.416
C 2.559 1.801 -3.162
C 2.635 2.421 -1.779
C 3.675 3.221 -1.484
C 3.827 3.887 -0.205
C 2.903 3.776 0.754
C 1.689 2.991 0.500
C 1.533 2.186 -0.793
H -0.018 3.164 -4.849
H 0.218 3.493 -3.126
H -0.004 1.821 -3.693
H 2.042 4.356 -5.282
H 3.569 3.729 -4.645
H 2.445 4.592 -3.571
H 3.573 1.634 -3.530
H 2.052 0.838 -3.114
H 4.464 3.351 -2.217
H 4.736 4.448 -0.021
H 3.059 4.200 1.738
H 1.185 2.617 1.382
F 2.399 -3.725 -3.832
Te 3.313 -2.327 -2.850
F 3.963 -3.771 -1.859
F 4.382 -1.305 -1.505
F 4.905 -2.581 -3.909
F 1.888 -2.435 -1.399
O 0.138 0.033 -2.149
Se 0.381 6.130 0.368
N -1.139 5.610 -0.221
C -1.494 4.280 -0.167
C -2.861 3.983 -0.098
C -3.284 2.673 -0.064
C -2.330 1.677 -0.185
N -1.025 1.932 -0.333
C -0.583 3.207 -0.312
N 0.756 3.432 -0.547
H -3.553 4.813 -0.049
H -4.322 2.390 0.032
H -2.640 0.644 -0.126
```

⟨S²⟩: 1.074
HOMO (alpha / beta), Ha: -0.1776 / -0.1776
Total charge: -1
Spin multiplicity: 2
Relative energy (zero: lowest compared OMol25 entry of this formula, charge and spin), eV: 0.277

Atomic partial charges in e from the Mulliken method, atoms 1 to 6:
1 V -0.090
2 N -0.598
3 C -0.632
4 C -0.748
5 N -0.016
6 C -0.741

=====

| no. | strongest force on any atom (eV/A) |
| --- | --- |
| 1 | 1.493 |
| 2 | 8.856 |
| 3 | 11.805 |
| 4 | 2.344 |
| 5 | 0.411 |
| 6 | 0.787 |